{
  "formula": "C10H10BrClZr",
  "method": "ωB97M-V with the def2-TZVPD basis set",
  "homo_lumo_gap_ev": 8.5,
  "max_force_ev_per_a": 2.26,
  "symbols": ["C", "C", "C", "H", "C", "C", "H", "H", "H", "H", "Zr", "Cl", "C", "C", "C", "H", "C", "C", "H", "H", "H", "H", "Br"],
  "xyz": [[0.99755, -1.26100, 2.30985], [1.06356, -1.74419, 0.95824], [-0.31586, -1.98977, 0.53644], [1.98477, -2.07031, 0.43956], [-1.17144, -1.67119, 1.67516], [-0.36530, -1.17745, 2.72886], [-0.71841, -0.82591, 3.69895], [1.84159, -1.15558, 2.98012], [-0.67047, -2.58888, -0.29389], [-2.21815, -1.95518, 1.73444], [-0.26427, 0.35317, 0.10843], [0.94703, 1.77683, 1.53253], [0.27409, 2.41119, -1.30061], [-0.96916, 1.80829, -1.68719], [-0.66712, 0.50502, -2.23356], [-1.93030, 2.31266, -1.73998], [0.77798, 0.37606, -2.28377], [1.34303, 1.55420, -1.72375], [2.39920, 1.82999, -1.74311], [0.40080, 3.38653, -0.83065], [-1.38272, -0.19010, -2.67871], [1.32261, -0.36389, -2.87427], [-2.67900, 0.67953, 0.68689]],
  "forces_ev_per_a": [[-0.6, -0.7, -1.0], [-0.5, 0.0, 0.6], [-0.1, -0.2, 1.2], [-0.8, 0.4, 0.3], [1.3, -0.6, -0.6], [0.4, -0.3, -1.1], [0.2, -0.1, -0.4], [0.0, 0.5, -0.3], [0.3, 0.1, 0.0], [0.2, 0.6, -0.1], [1.0, -0.9, 1.8], [0.3, 0.8, 0.7], [-0.3, -0.5, -1.1], [1.1, -0.1, -0.9], [0.6, 0.7, -0.6], [0.2, -0.4, 0.5], [-0.8, 0.7, -0.1], [-0.9, -0.2, 0.0], [-0.4, -0.3, 0.5], [-0.1, -0.4, -0.2], [0.3, 0.3, 0.2], [-0.2, 0.0, 0.7], [-1.0, 0.7, 0.0]],
  "nbo_charge": [-0.194, -0.375, -0.535, 0.251, -0.232, -0.280, 0.240, 0.233, 0.258, 0.246, 1.508, -0.421, -0.300, -0.341, -0.438, 0.271, -0.309, -0.262, 0.251, 0.261, 0.263, 0.253, -0.348]
}